(1)
{
  "formula": "C20H58N4O9",
  "method": "wB97M-V/def2-TZVPD",
  "smiles": "COC[C@H](C)N.COC[C@H](C)N.COCCNCCOC.COCCNCCOC.O.O.O",
  "gap_ev": 9.3,
  "total_charge": 0,
  "spin_multiplicity": 1,
  "total_energy_ha": -1692.83205,
  "de_lowest_kcal_mol": 124.9,
  "species": ["C", "O", "C", "C", "C", "N", "H", "H", "H", "H", "H", "H", "H", "H", "H", "H", "H", "C", "O", "C", "C", "C", "N", "H", "H", "H", "H", "H", "H", "H", "H", "H", "H", "H", "C", "O", "C", "C", "N", "C", "C", "O", "C", "H", "H", "H", "H", "H", "H", "H", "H", "H", "H", "H", "H", "H", "H", "H", "C", "O", "C", "C", "N", "C", "C", "O", "C", "H", "H", "H", "H", "H", "H", "H", "H", "H", "H", "H", "H", "H", "H", "H", "O", "H", "H", "O", "H", "H", "O", "H", "H"],
  "positions_angstrom": [[13.8322, 9.2733, 15.9170], [14.2558, 10.3354, 15.0018], [15.5662, 10.7062, 15.0583], [15.8023, 11.7961, 14.0253], [15.5196, 11.4270, 12.5835], [17.1391, 12.3255, 14.2528], [12.9745, 9.6881, 16.4940], [14.6655, 9.1171, 16.6605], [13.5727, 8.3835, 15.4275], [15.9109, 11.0970, 16.0395], [16.2056, 9.8257, 14.6918], [15.0166, 12.5818, 14.2581], [14.5051, 10.9840, 12.6158], [16.2209, 10.6412, 12.2596], [15.6882, 12.3456, 11.9910], [17.3812, 13.0987, 13.5814], [17.1390, 12.7743, 15.1186], [17.0257, 14.7088, 8.7676], [16.8784, 14.5912, 10.1750], [17.0823, 15.8562, 10.8361], [17.1600, 15.4309, 12.3513], [17.2066, 16.6735, 13.2811], [18.3552, 14.6450, 12.6766], [17.2097, 13.6892, 8.3500], [17.8624, 15.3443, 8.4940], [16.0862, 15.1326, 8.3512], [18.0676, 16.2988, 10.6116], [16.3182, 16.5707, 10.6404], [16.2505, 14.8439, 12.6430], [17.2353, 16.3368, 14.3035], [16.3062, 17.3051, 13.0506], [18.1118, 17.2626, 13.1770], [18.5982, 14.0519, 11.9178], [19.1561, 15.1282, 13.0500], [8.4126, 10.9545, 14.1441], [8.7972, 12.2049, 14.6958], [9.0255, 12.2980, 16.1271], [9.4432, 13.6810, 16.3408], [10.7484, 13.8699, 15.7009], [11.1126, 15.2468, 15.4801], [11.8405, 15.8521, 16.6750], [10.8526, 15.9690, 17.7215], [11.2521, 16.9391, 18.6912], [8.4436, 11.0580, 13.0607], [7.3269, 10.7649, 14.3368], [8.9897, 10.1336, 14.5875], [9.7766, 11.5370, 16.4100], [8.0682, 12.1145, 16.6069], [9.5558, 13.7992, 17.4046], [8.7276, 14.3722, 16.0322], [10.6174, 13.4435, 14.7461], [10.2090, 15.8066, 15.1457], [11.8598, 15.2977, 14.6670], [12.2604, 16.8041, 16.3057], [12.6258, 15.2330, 17.0560], [11.2401, 17.8464, 18.1384], [12.1319, 16.6951, 19.2784], [10.4347, 17.0231, 19.4068], [12.8595, 20.3757, 16.0964], [12.9973, 19.0143, 15.7594], [14.4001, 18.7900, 15.6679], [15.1199, 18.5438, 16.9845], [14.9237, 17.1421, 17.4539], [15.8047, 16.7525, 18.5349], [15.5558, 15.2668, 18.8179], [14.2330, 15.0642, 19.2404], [14.0408, 13.7521, 19.7650], [13.2221, 20.7289, 17.0930], [11.7914, 20.5779, 15.9505], [13.4140, 20.9442, 15.3692], [14.9319, 19.5485, 15.1153], [14.6276, 17.9183, 15.0488], [14.7891, 19.3286, 17.7109], [16.1773, 18.7863, 16.8279], [13.9911, 17.0407, 17.8781], [15.4646, 17.2341, 19.4501], [16.9205, 16.8605, 18.3448], [16.2903, 14.9932, 19.6966], [15.8106, 14.5667, 17.9864], [14.8844, 13.5542, 20.4026], [13.9065, 13.0278, 18.9527], [13.0929, 13.7917, 20.2547], [13.3408, 15.0632, 12.6155], [13.5328, 14.3047, 11.9725], [13.9071, 14.9121, 13.3453], [14.9039, 14.9500, 15.3589], [14.4424, 14.2605, 15.8088], [14.8514, 15.7206, 15.9402], [13.2083, 12.7414, 16.5934], [12.3489, 13.0890, 16.2270], [13.6546, 12.1291, 15.9615]],
  "forces_ev_per_angstrom": [[1.3, 2.9, 1.7], [-2.5, -1.1, 0.8], [2.5, -1.0, -1.5], [-0.8, 1.6, 0.8], [0.4, -0.6, 0.7], [0.2, 0.0, -2.6], [0.4, -0.4, -0.5], [-0.8, -0.2, -0.7], [-0.2, -1.1, -0.9], [-0.2, -0.5, -0.2], [-0.3, 0.9, 1.0], [0.5, -0.4, -0.1], [0.4, 0.6, -0.7], [-0.1, 0.3, -0.1], [-0.6, -0.6, -0.1], [-0.2, -1.1, 0.8], [0.1, 0.8, 1.8], [-0.8, -0.8, -0.2], [0.6, 1.1, -0.4], [1.1, -2.3, 2.0], [0.3, 1.5, 0.6], [-1.2, -0.1, -1.0], [-0.9, -0.1, -0.1], [-0.3, 0.8, 0.3], [0.2, 0.2, 0.0], [0.5, -0.2, -0.1], [-0.2, -0.2, -0.3], [-0.9, 0.5, -0.2], [0.6, 0.4, -0.5], [-0.5, -0.1, 0.5], [0.8, -0.4, 0.6], [0.2, 0.2, -0.5], [0.4, -0.5, -0.6], [-0.1, 0.3, -0.2], [-1.2, 0.5, 0.9], [0.3, -0.1, -0.1], [-1.1, -1.6, -1.9], [2.4, -0.6, 1.4], [-0.4, -1.2, -1.8], [0.9, 0.5, -0.4], [-2.0, 0.4, -0.4], [0.9, 0.3, 0.3], [-1.6, -0.8, -0.1], [0.6, -0.2, 0.0], [0.6, 0.0, 0.2], [0.1, 0.0, -0.5], [-0.2, 0.4, 0.1], [-0.1, -0.2, 0.4], [0.1, 0.3, 0.6], [-1.4, 1.2, -0.8], [0.3, 0.5, 1.2], [0.7, 0.3, 0.5], [-0.5, -0.2, 0.1], [-0.3, 0.1, 0.6], [0.7, -0.6, -0.1], [0.8, 1.3, 0.0], [0.5, 0.0, -0.4], [-0.1, -0.1, 0.1], [-1.2, 0.5, -0.1], [1.6, 0.2, 0.5], [0.7, -1.7, -0.2], [-0.7, 0.4, 0.6], [0.0, 1.2, -0.5], [0.4, -1.5, 0.1], [1.9, -0.8, 1.4], [0.1, 0.3, -0.1], [-0.3, 0.6, -1.3], [-0.4, -0.8, -0.4], [0.3, 0.3, 0.4], [0.2, 0.6, -0.4], [-0.2, 1.0, -0.1], [-0.7, -0.3, 0.0], [0.1, -0.7, -0.1], [0.0, -0.6, 0.0], [0.3, 0.2, -0.7], [0.6, 0.5, 0.4], [-1.5, 0.3, 0.0], [-1.2, 0.3, -1.3], [-0.1, 0.7, 0.2], [0.1, -0.6, 0.5], [0.5, 0.0, 0.0], [-0.5, -0.1, 0.8], [-0.7, -1.4, -2.8], [-0.4, 1.7, 1.4], [1.2, -0.3, 1.6], [0.7, 0.7, -1.1], [-0.8, -1.0, 0.8], [0.0, 0.3, 0.4], [0.6, -0.1, -0.4], [0.3, -0.5, 0.0], [-1.0, 0.5, 0.3]],
  "mulliken_charge": [-0.77, -0.37, -0.91, 2.28, -1.68, -0.81, 0.16, 0.35, 0.28, 0.35, 0.39, -0.76, 0.36, 0.42, 0.22, 0.07, 0.40, -0.83, -0.21, -1.05, 2.37, -1.85, -0.76, 0.21, 0.33, 0.29, 0.39, 0.40, -0.86, 0.43, 0.28, 0.48, 0.20, 0.20, -0.75, -0.33, -0.66, -0.62, -0.14, -1.06, 1.40, -0.44, -0.73, 0.25, 0.26, 0.29, 0.24, 0.45, 0.32, 0.43, 0.21, 0.48, 0.04, -0.21, -0.35, 0.32, 0.16, 0.30, -0.91, -0.28, -0.11, -0.92, 0.49, -0.84, -0.31, -0.16, -0.68, 0.28, 0.28, 0.40, 0.63, -0.30, 0.29, 0.46, -0.40, 0.34, 0.30, 0.43, 0.13, 0.38, 0.07, 0.25, -0.68, 0.37, 0.15, 0.60, -0.02, -0.28, -0.54, 0.44, 0.27]
}



(2)
{
  "formula": "C20H58N5O6P3",
  "method": "wB97M-V/def2-TZVPD",
  "smiles": "CCCOCP([PH2]=N)[PH2]=O.COC[C@@H](C)N.COC[C@@H](C)N.COC[C@@H](C)N.COC[C@@H](C)N",
  "gap_ev": 9.3,
  "total_charge": 0,
  "spin_multiplicity": 1,
  "total_energy_ha": -2545.92974,
  "species": ["C", "C", "C", "O", "C", "P", "P", "N", "P", "O", "H", "H", "H", "H", "H", "H", "H", "H", "H", "H", "H", "H", "H", "H", "C", "O", "C", "C", "C", "N", "H", "H", "H", "H", "H", "H", "H", "H", "H", "H", "H", "C", "O", "C", "C", "C", "N", "H", "H", "H", "H", "H", "H", "H", "H", "H", "H", "H", "C", "O", "C", "C", "C", "N", "H", "H", "H", "H", "H", "H", "H", "H", "H", "H", "H", "C", "O", "C", "C", "C", "N", "H", "H", "H", "H", "H", "H", "H", "H", "H", "H", "H"],
  "positions_angstrom": [[-0.8063, -2.2028, 0.7027], [-1.5715, -0.8800, 0.5658], [-2.1759, -0.3755, 1.8773], [-3.6089, -0.3710, 1.8033], [-4.1342, -1.6295, 2.1452], [-5.3156, -2.1966, 0.8465], [-7.3466, -1.6406, 1.4491], [-7.8352, -0.2465, 0.9001], [-5.2319, -4.3356, 1.3182], [-3.8328, -4.8217, 1.2653], [0.2290, -2.0146, 0.9566], [-1.2365, -2.8151, 1.4843], [-0.8647, -2.7503, -0.2285], [-2.3812, -1.0258, -0.1395], [-0.9125, -0.1099, 0.1832], [-1.8717, 0.6478, 2.0662], [-1.8477, -0.9756, 2.7237], [-4.5396, -1.6324, 3.1575], [-3.3574, -2.3903, 2.1129], [-8.1219, -2.7367, 1.0081], [-7.3886, -1.7086, 2.8601], [-8.6215, -0.3946, 0.2759], [-5.7686, -4.5024, 2.6135], [-6.0933, -4.9891, 0.4203], [-2.8592, 0.8583, -2.5255], [-1.4756, 1.0089, -2.7815], [-0.8552, -0.0711, -3.4475], [-1.0064, -0.0572, -4.9740], [-2.3855, -0.4866, -5.4629], [-0.6784, 1.2479, -5.5548], [-3.1054, -0.1843, -2.3066], [-3.4777, 1.2196, -3.3504], [-3.0893, 1.4603, -1.6468], [0.2091, 0.0191, -3.2125], [-1.1995, -1.0241, -3.0230], [-0.2826, -0.7802, -5.3621], [-3.1251, 0.3033, -5.3356], [-2.3486, -0.7229, -6.5257], [-2.7362, -1.3729, -4.9308], [0.2834, 1.4844, -5.3288], [-1.2319, 1.9501, -5.0711], [4.4384, 1.8453, -0.6585], [3.9087, 2.4092, 0.5255], [2.8122, 3.2860, 0.3415], [1.4534, 2.5924, 0.1836], [1.2279, 1.9622, -1.1865], [1.2247, 1.5726, 1.2153], [4.3857, 2.5497, -1.4943], [3.9241, 0.9207, -0.9307], [5.4847, 1.6067, -0.4682], [2.7769, 3.8962, 1.2484], [3.0076, 3.9718, -0.4925], [0.6933, 3.3685, 0.3130], [1.7717, 1.0226, -1.2961], [0.1732, 1.7415, -1.3280], [1.5397, 2.6346, -1.9893], [1.2563, 2.0095, 2.1322], [2.0223, 0.9422, 1.2087], [5.2505, 6.0925, -0.2652], [4.0036, 6.6287, 0.1367], [3.8796, 6.8703, 1.5247], [4.5000, 8.1881, 2.0091], [6.0216, 8.1574, 2.1098], [4.0996, 9.3312, 1.1845], [5.6614, 5.4155, 0.4893], [5.9748, 6.8809, -0.4823], [5.0891, 5.5280, -1.1840], [2.8036, 6.9159, 1.7143], [4.2685, 6.0164, 2.0960], [4.1106, 8.3586, 3.0172], [6.4951, 8.2432, 1.1324], [6.3729, 8.9957, 2.7101], [6.3696, 7.2354, 2.5794], [3.0889, 9.4295, 1.2116], [4.3057, 9.1028, 0.2157], [0.1719, -8.8779, -0.1181], [-0.9901, -8.2159, 0.3396], [-0.9805, -7.8457, 1.7048], [-0.2472, -6.5328, 2.0125], [1.2737, -6.6524, 1.9834], [-0.6597, -5.4420, 1.1277], [0.5972, -9.5221, 0.6574], [0.9319, -8.1707, -0.4594], [-0.1173, -9.4981, -0.9662], [-2.0310, -7.7157, 1.9751], [-0.5859, -8.6704, 2.3148], [-0.5327, -6.2526, 3.0311], [1.6586, -6.6807, 0.9644], [1.7257, -5.7898, 2.4721], [1.6126, -7.5514, 2.5027], [-1.6617, -5.2868, 1.2359], [-0.5624, -5.7722, 0.1710]],
  "forces_ev_per_angstrom": [[-0.3, 0.7, 0.0], [0.3, -0.4, 0.4], [0.0, 0.3, -0.6], [-0.1, -0.1, 0.5], [0.1, 0.0, 0.1], [0.0, -0.1, -0.9], [-0.6, 1.0, -0.1], [0.1, -0.7, 0.2], [0.5, 0.2, 0.4], [0.3, -0.1, -0.1], [0.3, -0.1, 0.1], [0.0, -0.3, 0.1], [0.2, -0.3, -0.1], [-0.3, 0.2, -0.1], [0.1, 0.1, -0.3], [-0.1, 0.2, 0.0], [0.0, -0.1, 0.2], [-0.2, 0.1, 0.1], [0.1, -0.3, 0.0], [0.2, -0.3, 0.3], [0.2, -0.3, 0.0], [0.1, 0.3, -0.1], [-0.4, -0.2, -0.2], [-0.3, 0.1, 0.2], [0.0, 0.1, 0.2], [-0.1, 0.0, -0.1], [0.2, -0.1, 0.0], [-0.2, 0.1, 0.0], [0.0, -0.1, 0.0], [0.1, 0.0, 0.1], [-0.1, 0.0, 0.0], [0.0, -0.1, -0.1], [0.0, 0.0, 0.0], [0.0, 0.0, 0.0], [-0.1, 0.0, -0.1], [0.0, 0.0, 0.0], [0.0, 0.0, 0.1], [0.0, 0.0, 0.0], [0.0, 0.0, 0.0], [0.0, 0.0, -0.1], [-0.1, 0.0, -0.1], [0.1, 0.0, 0.1], [0.0, 0.0, -0.1], [-0.1, 0.2, 0.1], [0.1, -0.2, -0.1], [0.0, 0.1, 0.0], [0.0, 0.1, 0.1], [0.0, 0.0, 0.0], [0.0, 0.0, -0.1], [0.0, 0.0, 0.0], [0.0, 0.0, 0.0], [0.0, 0.0, -0.1], [0.0, 0.1, 0.0], [0.1, 0.0, 0.1], [0.0, 0.0, 0.0], [0.0, 0.0, 0.0], [-0.1, 0.0, 0.0], [0.0, -0.1, 0.0], [-0.1, 0.0, -0.2], [0.1, -0.1, 0.0], [-0.2, 0.0, 0.1], [0.1, 0.0, -0.1], [0.0, 0.0, 0.1], [-0.1, -0.1, 0.0], [0.0, 0.0, 0.0], [0.1, 0.0, 0.1], [-0.1, 0.0, 0.0], [0.0, 0.0, -0.1], [0.1, 0.0, 0.0], [-0.1, 0.0, 0.0], [0.0, 0.0, 0.0], [0.0, 0.0, 0.0], [0.0, 0.0, 0.0], [0.0, 0.1, 0.1], [0.1, 0.1, 0.0], [-0.1, 0.0, -0.1], [0.1, -0.1, 0.0], [-0.1, 0.0, 0.2], [0.1, 0.0, -0.2], [0.1, 0.0, 0.1], [-0.2, -0.2, 0.1], [0.0, 0.0, 0.0], [0.1, 0.0, 0.1], [0.0, 0.0, 0.0], [0.0, 0.0, -0.1], [0.1, 0.0, 0.0], [-0.1, 0.0, 0.0], [0.0, 0.0, 0.0], [0.0, 0.0, 0.0], [0.0, 0.0, 0.0], [0.1, 0.1, 0.0], [0.1, 0.0, 0.0]],
  "mulliken_charge": [-1.26, 1.49, -1.03, -0.43, -0.17, 0.07, 0.19, -0.66, 0.04, -0.43, 0.34, 0.28, 0.30, -0.25, -0.43, 0.30, 0.49, 0.48, 0.02, 0.07, 0.09, 0.22, 0.08, 0.10, -0.93, -0.25, -0.47, 0.23, -1.44, -0.74, 0.41, 0.24, 0.31, 0.29, 0.35, 0.43, 0.30, 0.36, 0.34, 0.27, 0.32, -0.68, -0.43, -0.19, 0.17, -1.33, -0.49, 0.29, 0.26, 0.27, 0.15, 0.30, 0.30, 0.29, 0.15, 0.39, 0.29, 0.26, -0.72, -0.40, -0.62, 0.25, -1.40, -0.73, 0.32, 0.28, 0.28, 0.34, 0.41, 0.41, 0.29, 0.35, 0.34, 0.28, 0.32, -0.66, -0.37, -0.65, 0.31, -1.55, -0.39, 0.30, 0.23, 0.26, 0.31, 0.44, 0.35, 0.30, 0.36, 0.37, 0.22, 0.28]
}